Entry 1:
The following is a quantum chemistry calculation of C31H25BrCdCl3N7OS as an isolated structure, from the Open Molecules 2025 dataset.

Geometry as XYZ:
```
70
Properties=species:S:1:pos:R:3:forces:R:3:lowdin_charge:R:1
Cd 0.564 -0.082 -0.580 0.223 -0.326 -0.240 1.32
Br -1.043 0.424 -4.282 0.052 0.079 -0.013 0.62
Cl -1.944 2.135 1.499 0.034 -0.003 -0.040 0.81
Cl -4.999 -1.166 0.560 0.081 -0.063 0.021 0.58
Cl -4.038 2.770 -3.496 -0.032 -0.010 0.060 0.66
S 3.125 0.058 -1.734 0.045 -0.108 0.085 0.45
O 1.556 0.715 1.371 0.170 -0.018 0.162 -0.20
N -0.326 -1.426 -2.305 -0.164 0.003 -0.015 -0.12
N -0.991 -1.140 0.750 -0.222 0.377 0.381 -0.09
N 0.724 4.354 -0.030 0.014 0.034 -0.050 0.11
N -1.800 2.393 -1.569 -0.117 0.283 -0.138 0.07
N 0.442 2.297 -0.722 -0.220 0.025 0.288 0.09
N 4.692 -1.515 -0.229 0.037 -0.011 -0.054 0.09
N 2.339 -1.778 -0.044 -0.162 0.065 0.079 -0.04
C -5.663 2.387 0.123 0.136 0.057 -0.067 -0.12
C 4.841 -2.386 0.752 0.050 -0.051 0.112 -0.38
C -2.532 -3.174 -2.814 0.034 -0.006 0.019 -0.11
C -3.356 -1.109 1.215 -0.241 -0.012 -0.147 -0.70
C -0.826 -1.042 2.119 0.036 -0.097 -0.098 -0.25
C 3.739 1.284 2.068 -0.002 0.033 0.017 -0.03
C -0.372 -2.739 -1.848 -0.031 0.025 0.030 -0.18
C -3.204 -0.986 2.608 0.025 0.005 0.036 -0.20
C -0.503 4.329 -0.661 -0.006 -0.116 0.042 -0.05
C 1.256 3.103 -0.068 0.182 -0.015 -0.093 -0.29
C -1.417 -3.591 -2.037 -0.006 -0.045 0.032 -0.34
C 4.790 2.170 2.051 0.061 -0.006 0.015 -0.12
C -0.666 3.034 -1.043 -0.104 -0.167 -0.064 -0.39
C -4.547 2.297 0.940 0.142 0.041 -0.050 -0.14
C -3.268 2.338 0.407 -0.197 -0.007 -0.049 -0.55
C 3.574 3.642 0.620 0.039 0.030 0.023 -0.08
C -4.206 2.575 -1.766 -0.113 0.030 -0.045 -0.57
C 2.535 1.532 1.349 -0.053 -0.067 -0.066 -0.44
C -1.844 -0.984 3.024 0.039 -0.027 0.087 -0.17
C -1.418 -4.941 -1.382 0.019 -0.045 -0.021 -0.08
C -5.487 2.527 -1.241 0.026 0.001 -0.018 -0.14
C 2.497 2.764 0.621 -0.177 -0.006 -0.054 -0.13
C -2.407 -1.926 -3.464 -0.057 0.059 -0.045 -0.20
C -1.330 -1.148 -3.162 0.102 0.082 -0.156 -0.77
C 4.730 3.367 1.329 0.014 -0.006 0.007 -0.14
C -3.052 2.467 -0.982 0.068 -0.102 0.174 -0.29
C 3.764 -2.982 1.409 0.003 0.001 -0.022 -0.06
C 2.509 -2.636 0.941 0.052 -0.066 0.010 -0.16
C 6.258 -2.713 1.150 -0.029 -0.044 -0.009 -0.06
C -2.315 -1.187 0.346 0.148 -0.084 -0.179 -0.24
C 3.428 -1.182 -0.591 -0.039 0.204 -0.154 -0.90
H -6.655 2.320 0.546 -0.035 -0.013 0.013 0.10
H 1.600 -3.056 1.365 -0.006 0.010 0.020 0.11
H -3.417 -3.786 -2.922 -0.028 -0.017 0.013 0.07
H -4.044 -0.898 3.279 -0.022 -0.007 0.019 0.06
H -2.203 -4.997 -0.622 -0.034 0.017 0.022 0.07
H -4.648 2.134 2.003 0.017 -0.001 0.029 0.10
H -3.129 -1.585 -4.194 0.008 0.009 -0.010 0.08
H 1.128 5.114 0.488 -0.028 -0.016 -0.013 0.15
H 6.375 -2.671 2.235 0.007 0.001 0.015 0.07
H 3.517 4.544 0.016 -0.006 0.027 -0.010 0.10
H 0.483 -3.036 -1.257 0.060 -0.032 0.066 0.07
H -1.594 -0.912 4.077 0.018 0.002 0.024 0.08
H 3.900 -3.674 2.230 0.011 0.004 -0.003 0.09
H 5.696 1.921 2.596 0.004 0.011 -0.002 0.09
H 5.575 4.043 1.297 0.018 0.010 0.000 0.07
H 0.198 -0.989 2.454 0.122 0.054 0.005 0.07
H -2.491 -1.323 -0.713 -0.047 0.067 -0.050 0.07
H 3.801 0.347 2.608 0.008 -0.004 0.012 0.10
H -1.609 -5.741 -2.104 0.002 -0.021 -0.026 0.06
H -1.156 5.180 -0.720 -0.037 0.049 -0.002 0.11
H -0.465 -5.142 -0.893 0.031 0.007 0.015 0.06
H -6.332 2.592 -1.912 0.002 0.004 -0.018 0.09
H -1.799 2.217 -2.566 0.066 -0.106 0.107 -0.01
H 6.523 -3.723 0.828 0.001 -0.003 -0.006 0.07
H 6.938 -2.006 0.682 0.007 0.022 -0.010 0.07
```
Positions in Å, forces in eV/Å.

Calculated values
E_HOMO (spin up / spin down) ... 0.82 / 0.68 eV
LUMO (spin up / spin down) ... 4.27 / 4.27 eV
2S+1 ... 1
Charge ... -2



Entry 2:
The following is a quantum chemistry calculation of C31H25Cl5N2O4PRuS as an isolated structure, from the Open Molecules 2025 dataset.

Geometry as XYZ:
```
70
Properties=species:S:1:pos:R:3:forces:R:3:lowdin_charge:R:1
Ru -1.539 -1.002 1.390 0.090 -0.075 -0.019 1.26
Cl -3.248 2.911 5.238 -0.009 0.013 0.004 0.69
Cl 0.724 -0.441 6.616 -0.022 0.020 -0.005 0.67
Cl 0.207 -2.122 4.104 -0.001 0.002 -0.010 0.72
Cl -3.761 1.287 2.682 -0.038 0.011 -0.037 0.75
Cl -0.959 2.110 7.184 -0.015 -0.008 -0.031 0.68
S -2.232 1.660 -0.499 -0.180 -0.082 -0.087 0.47
P 0.070 -0.390 -1.673 0.027 -0.002 -0.023 1.12
O -2.933 0.688 -1.308 0.017 -0.007 0.054 -0.33
O -2.969 2.814 -0.068 0.019 0.021 0.002 -0.31
O -1.535 0.999 0.665 0.122 0.026 0.100 -0.53
O 0.576 -0.747 1.488 -0.070 0.065 0.039 -0.17
N 0.795 1.449 2.067 -0.021 -0.021 -0.006 0.06
N 2.497 -0.071 2.419 -0.023 -0.011 0.076 0.22
C -2.244 1.564 4.865 -0.018 0.009 -0.025 -0.71
C -0.688 -0.639 4.300 0.004 0.015 0.016 -0.66
C -1.236 1.198 5.750 0.034 0.021 0.079 -0.72
C -0.900 3.621 -1.818 -0.014 0.005 0.001 -0.05
C -1.549 -3.226 1.328 -0.054 0.095 -0.099 -0.17
C -2.477 -2.742 2.282 -0.028 0.007 0.045 -0.20
C -1.964 -2.780 0.044 0.004 -0.029 -0.023 -0.15
C 0.908 1.926 -3.049 -0.003 0.012 -0.006 -0.09
C -1.407 -1.266 -3.808 0.038 -0.002 -0.003 -0.09
C 3.561 -2.269 -0.765 0.005 0.008 0.003 -0.08
C 1.252 0.199 1.969 -0.018 0.002 -0.059 -0.61
C 0.958 -1.520 -4.163 -0.010 -0.001 -0.008 -0.10
C 0.024 1.399 -2.111 -0.017 -0.013 0.030 -0.32
C 0.908 3.278 -3.357 0.028 -0.037 -0.019 -0.07
C -0.474 0.066 5.484 0.012 -0.050 -0.040 -0.72
C -2.426 0.841 3.684 0.022 0.007 0.040 -0.66
C 0.708 -2.056 -5.419 0.017 0.001 0.009 -0.08
C -3.123 -1.977 0.209 0.007 0.049 -0.005 -0.16
C 1.479 2.515 2.764 0.004 0.012 0.015 -0.05
C -0.096 -1.119 -3.347 0.009 0.009 -0.018 -0.36
C -1.595 -0.221 3.319 0.042 -0.027 0.055 -0.27
C -1.652 -1.790 -5.068 -0.005 -0.001 0.003 -0.08
C -0.899 2.265 -1.520 0.027 0.023 -0.058 -0.26
C 4.059 0.072 -0.634 -0.015 0.024 -0.008 -0.09
C -0.595 -2.190 -5.874 -0.014 -0.001 -0.007 -0.09
C 4.468 -1.245 -0.508 0.008 -0.023 -0.002 -0.10
C 1.847 -0.642 -1.302 0.014 -0.025 -0.005 -0.38
C 2.266 -1.967 -1.150 -0.002 0.007 0.011 -0.11
C 2.757 0.372 -1.024 0.012 -0.007 0.013 -0.10
C 0.014 4.129 -2.728 -0.017 0.024 0.015 -0.07
C -3.456 -1.953 1.594 -0.020 -0.033 0.047 -0.19
H -2.434 -2.918 3.344 -0.010 -0.016 -0.006 0.10
H -3.632 -1.434 -0.570 0.007 0.002 0.002 0.10
H -1.448 -2.955 -0.886 -0.002 -0.009 0.002 0.09
H -0.132 1.595 1.676 0.012 0.005 0.004 0.10
H -1.636 4.256 -1.346 0.003 -0.002 0.001 0.11
H 1.689 2.243 3.802 0.001 -0.011 -0.007 0.09
H 2.844 -0.991 2.206 0.031 -0.007 -0.007 0.11
H 1.606 3.663 -4.090 0.000 0.000 0.000 0.11
H 5.484 -1.477 -0.215 -0.002 -0.004 0.001 0.10
H 1.566 -2.775 -1.336 -0.003 0.002 -0.003 0.11
H 2.458 1.409 -1.108 0.000 0.001 0.000 0.10
H 0.011 5.186 -2.959 -0.002 0.000 -0.002 0.11
H 0.835 3.390 2.767 0.003 0.000 -0.002 0.10
H 2.416 2.792 2.270 -0.005 0.004 -0.008 0.08
H 3.163 0.665 2.566 0.029 0.004 -0.026 0.10
H 1.981 -1.417 -3.820 0.000 0.002 0.001 0.10
H 4.756 0.877 -0.435 0.001 0.001 -0.001 0.10
H -4.301 -1.455 2.038 -0.007 -0.009 -0.001 0.09
H 3.866 -3.303 -0.666 0.003 0.001 0.000 0.10
H -2.229 -0.945 -3.177 -0.012 0.007 0.001 0.09
H 1.536 -2.365 -6.044 -0.003 -0.001 -0.002 0.10
H -0.787 -2.606 -6.854 0.002 -0.001 0.001 0.10
H -0.662 -3.797 1.549 0.003 -0.011 -0.001 0.11
H 1.607 1.264 -3.546 0.005 0.006 -0.002 0.11
H -2.671 -1.891 -5.420 -0.002 0.001 0.004 0.10
```
Positions in Å, forces in eV/Å.

Calculated values
E_HOMO (spin up / spin down) ... -7.91 / -8.27 eV
LUMO (spin up / spin down) ... 0.29 / -0.80 eV
2S+1 ... 2
Charge ... 0



Entry 3:
The following is a quantum chemistry calculation of C31H25ClN3O7SSiTc as an isolated structure, from the Open Molecules 2025 dataset.

Geometry as XYZ:
```
70
Properties=species:S:1:pos:R:3:forces:R:3:lowdin_charge:R:1
Tc 0.330 -1.906 0.962 -0.570 0.699 -0.379 1.46
Cl 0.491 -1.148 3.146 -0.059 -0.043 0.232 -0.04
S -1.423 -3.300 -0.561 0.358 0.118 0.192 0.35
Si -1.549 0.750 -0.164 0.134 -0.126 0.270 0.52
O -1.552 -2.656 0.860 0.205 -0.042 0.044 -0.48
O 1.817 -0.330 -1.069 0.342 -0.057 -0.029 -0.01
O -1.464 -4.733 -0.439 -0.046 -0.005 -0.040 -0.31
O 5.384 0.796 0.865 -0.020 -0.042 -0.007 0.04
O 0.037 -2.824 -0.815 -0.223 -0.113 -0.097 -0.46
O -2.336 -2.696 -1.477 -0.034 0.029 -0.060 -0.27
O -0.380 -0.206 0.453 0.131 -0.219 -0.181 -0.49
N 0.959 -3.800 1.744 0.030 -0.171 0.050 -0.05
N 2.539 -1.811 0.928 0.059 -0.125 -0.002 -0.12
N 3.338 -0.796 0.579 -0.048 0.015 -0.117 0.03
C -5.689 -0.326 1.721 -0.017 -0.012 -0.002 -0.11
C -1.640 0.743 -2.030 0.046 -0.051 -0.055 -0.21
C 4.954 3.539 -1.448 0.009 0.009 0.004 -0.10
C -3.230 0.334 0.550 -0.062 -0.023 0.033 -0.22
C 2.283 -3.945 1.915 0.059 0.045 -0.016 -0.26
C -0.642 0.157 -2.810 -0.012 -0.139 0.012 -0.07
C -2.691 1.392 -2.681 -0.003 0.049 0.014 -0.10
C -1.102 2.491 0.382 0.025 0.051 -0.007 -0.21
C -4.196 -0.378 -0.164 0.022 0.019 0.035 -0.09
C 0.619 4.096 0.974 0.009 0.000 -0.004 -0.09
C 2.830 -0.042 -0.440 -0.129 0.085 0.255 -0.44
C 3.616 1.196 -0.745 0.019 -0.083 -0.037 -0.08
C 4.817 1.543 -0.101 0.008 0.021 0.018 -0.28
C -2.041 3.522 0.454 -0.011 -0.016 -0.011 -0.10
C -0.330 5.107 1.033 0.008 0.013 -0.007 -0.11
C 3.764 3.208 -2.089 -0.018 -0.012 0.016 -0.10
C -0.699 0.218 -4.196 -0.033 0.006 -0.027 -0.08
C 2.818 -5.095 2.481 -0.027 0.013 -0.015 -0.01
C -5.416 -0.703 0.414 -0.004 -0.004 0.000 -0.09
C 5.477 2.718 -0.468 -0.026 -0.002 -0.015 -0.03
C 3.104 -2.842 1.461 -0.046 0.097 -0.044 -0.08
C 0.128 -4.767 2.130 0.001 -0.017 0.014 -0.09
C 1.958 -6.104 2.873 -0.016 0.001 0.003 -0.05
C -3.522 0.696 1.868 -0.006 0.006 -0.013 -0.09
C -1.753 0.862 -4.826 0.000 0.016 -0.021 -0.11
C -1.663 4.818 0.776 0.002 0.003 0.016 -0.10
C -4.738 0.371 2.452 0.017 0.013 0.006 -0.10
C 0.232 2.802 0.653 -0.012 -0.017 0.030 -0.07
C 0.593 -5.939 2.698 0.010 -0.001 0.005 -0.03
C 3.115 2.041 -1.734 -0.009 0.019 -0.016 -0.03
C -2.753 1.453 -4.066 -0.007 -0.002 -0.003 -0.10
H -0.031 6.119 1.282 -0.002 0.002 0.007 0.09
H 4.184 -2.875 1.544 -0.001 -0.013 0.028 0.13
H -6.149 -1.262 -0.155 0.004 -0.004 -0.002 0.10
H -0.113 -6.703 2.989 0.005 -0.011 0.005 0.11
H 1.661 4.312 1.176 0.013 0.002 -0.003 0.10
H -3.582 1.956 -4.551 0.003 0.003 0.001 0.09
H -3.480 1.860 -2.100 -0.018 -0.009 0.009 0.10
H -2.409 5.603 0.830 -0.003 0.003 -0.005 0.09
H 0.081 -0.250 -4.785 0.009 -0.007 -0.004 0.10
H 3.349 3.854 -2.851 -0.001 -0.001 -0.005 0.09
H 0.971 2.012 0.619 0.052 -0.013 -0.017 0.09
H -4.942 0.659 3.476 0.004 -0.001 0.002 0.09
H 4.787 0.017 1.007 -0.007 0.018 0.011 0.06
H 6.400 2.963 0.040 0.005 0.000 0.011 0.11
H -3.088 3.308 0.266 -0.012 -0.003 -0.010 0.10
H 2.350 -7.011 3.314 -0.004 -0.006 0.003 0.11
H 5.478 4.450 -1.713 0.002 0.003 -0.001 0.10
H 0.180 -0.357 -2.329 -0.098 0.039 -0.052 0.07
H -2.782 1.238 2.448 0.004 0.011 0.010 0.11
H 2.189 1.748 -2.212 -0.028 0.000 0.002 0.11
H -1.798 0.903 -5.908 -0.002 0.002 -0.005 0.09
H 3.889 -5.179 2.602 0.008 -0.005 0.007 0.11
H -0.923 -4.583 1.964 0.011 0.003 0.003 0.10
H -3.979 -0.705 -1.172 0.004 -0.014 -0.037 0.09
H -6.640 -0.582 2.173 -0.001 -0.001 -0.002 0.09
```
Positions in Å, forces in eV/Å.

Calculated values
E_HOMO (spin up / spin down) ... -5.92 / -5.93 eV
LUMO (spin up / spin down) ... 1.50 / 1.03 eV
2S+1 ... 4
Charge ... -1